1.
90
Properties=species:S:1:pos:R:3:forces:R:3 method="wB97M-V/def2-TZVPD" total_charge=-1 multiplicity=2 s2=0.7504 largest_force_ev_per_a=8.38 total_energy_ha=-4218.1055 homo_lumo_gap_ev="2.00 / 8.79"
Zn -0.319 2.750 -0.777 0.3 1.4 -0.1
S -0.617 0.389 0.182 1.1 -1.9 -2.0
O 0.583 1.159 -0.197 3.4 -1.5 0.7
O -1.561 1.485 0.040 -4.4 1.1 1.4
O -0.909 -0.614 -0.856 0.8 0.3 1.1
O -0.474 -0.220 1.518 -0.8 0.9 -0.6
C -3.804 0.246 2.572 -1.5 0.6 -2.4
C -3.241 -0.199 3.845 -3.5 -1.3 1.8
O -4.001 -0.504 4.815 1.8 1.0 -1.4
N -1.957 -0.396 3.791 1.9 -0.3 1.1
C -1.146 -0.842 4.868 0.8 -1.1 1.3
H -4.598 0.992 2.604 0.3 0.5 0.7
H -4.412 -0.512 2.078 0.3 -0.8 0.3
H -3.106 0.544 1.789 0.3 0.2 0.3
H -1.410 -0.381 2.942 -0.6 0.6 -0.6
H -1.587 -1.238 5.783 -1.1 0.3 -0.4
H -0.490 -0.058 5.246 0.4 0.1 -0.3
H -0.587 -1.713 4.527 0.6 0.2 -0.1
C 0.789 3.030 3.157 1.5 -2.4 2.1
C -0.333 3.396 2.346 0.5 2.1 -3.8
O -0.115 3.708 1.126 -1.3 -0.4 2.0
N -1.493 3.493 2.961 -0.7 -0.7 0.6
C -2.724 4.001 2.405 0.1 0.2 -0.7
H 1.180 2.079 2.795 0.1 -0.1 -0.5
H 0.401 2.708 4.124 0.3 0.4 0.5
H 1.674 3.656 3.273 -0.6 0.5 -0.3
H -1.474 3.343 3.960 -0.1 -0.1 -0.2
H -3.558 3.771 3.069 0.2 0.4 0.2
H -2.991 3.563 1.443 0.4 -0.2 0.0
H -2.522 5.058 2.233 -0.8 0.2 0.1
C 2.137 5.757 -2.081 2.4 1.6 0.1
C 2.142 4.298 -1.762 1.3 1.0 -1.0
O 1.213 3.843 -1.166 -2.7 -0.9 1.7
N 3.158 3.518 -2.103 1.7 -1.1 0.1
C 3.376 2.035 -1.772 -1.5 2.1 -0.9
H 1.479 6.229 -2.811 -0.3 -0.8 0.0
H 3.155 6.082 -2.298 0.4 -0.4 -1.2
H 2.163 6.401 -1.203 -1.2 -0.6 0.7
H 3.889 3.908 -2.681 0.0 0.3 0.1
H 4.167 1.859 -1.043 0.1 0.3 -0.2
H 3.572 1.650 -2.773 0.2 -0.7 0.4
H 2.422 1.680 -1.383 0.2 -0.3 -0.1
C 0.750 2.607 -4.745 0.0 -1.2 0.2
C -0.225 1.788 -3.870 0.8 2.0 -0.3
O -0.411 2.113 -2.683 -0.6 -1.0 -1.4
N -0.912 0.858 -4.543 0.1 -0.2 0.1
C -1.763 -0.105 -3.906 -0.1 -1.2 0.7
H 0.227 2.990 -5.621 -0.1 0.4 0.2
H 1.485 1.911 -5.150 0.2 -0.1 0.0
H 1.319 3.355 -4.194 -0.5 0.0 -0.1
H -0.569 0.525 -5.433 0.3 0.7 0.1
H -1.194 -0.632 -3.141 -0.2 0.1 0.3
H -2.027 -0.871 -4.635 -0.2 0.2 -0.1
H -2.663 0.314 -3.456 0.1 0.1 -0.1
C -1.381 -4.010 -1.828 -0.6 -0.3 0.5
C -2.813 -3.577 -1.451 1.0 2.2 -2.1
O -3.763 -4.281 -1.691 -1.0 -0.9 0.6
N -2.879 -2.248 -1.150 0.8 -1.0 0.7
C -3.998 -1.458 -0.790 -1.0 0.2 -0.1
H -1.114 -4.642 -0.982 0.6 -0.2 -0.2
H -0.654 -3.216 -1.997 -0.1 0.1 0.5
H -1.393 -4.595 -2.748 -0.3 -0.2 0.2
H -2.017 -1.756 -0.966 0.3 -0.2 -0.1
H -3.690 -0.463 -0.467 0.4 0.0 -0.3
H -4.559 -1.821 0.071 -0.3 -0.5 -0.2
H -4.616 -1.344 -1.680 -0.6 0.1 0.3
C 0.042 -3.530 1.441 0.9 0.8 -0.3
C 1.272 -3.026 2.157 2.1 -2.4 -0.4
O 2.144 -3.847 2.455 0.2 -0.6 0.7
N 1.544 -1.746 2.190 1.5 3.1 1.2
C 2.701 -0.998 2.881 -0.6 -1.0 -0.4
H 0.333 -4.511 1.067 -0.5 -0.2 0.6
H 0.044 -2.917 0.539 -1.0 0.3 0.0
H -0.847 -3.467 2.069 -0.1 -0.1 -0.5
H 0.818 -1.151 1.817 0.0 0.4 0.2
H 2.307 -0.137 3.420 -0.2 0.0 -0.2
H 3.527 -0.667 2.251 -0.6 0.2 -1.0
H 3.332 -1.535 3.589 -1.0 -0.9 0.3
C 2.934 -5.506 -0.843 0.7 0.0 0.6
C 2.741 -4.186 -1.561 -3.6 -5.3 -5.4
O 2.250 -4.132 -2.729 1.1 -0.4 1.5
N 2.935 -3.163 -0.885 0.7 4.5 3.2
C 2.615 -1.824 -1.334 0.8 1.1 0.6
H 2.540 -5.487 0.173 -0.3 0.3 0.0
H 4.009 -5.567 -0.676 0.2 -0.6 -0.2
H 2.533 -6.400 -1.321 0.2 0.4 -0.4
H 3.342 -3.295 0.030 -0.3 0.4 0.2
H 3.587 -1.385 -1.560 -0.2 0.6 -0.2
H 2.141 -1.273 -0.522 0.2 0.0 0.2
H 1.947 -1.646 -2.177 0.2 -1.1 -0.1



2.
14
Properties=species:S:1:pos:R:3:forces:R:3 method="wB97M-V/def2-TZVPD" largest_force_ev_per_a=2.41 total_energy_ha=-726.2511 homo_lumo_gap_ev=9.84
C 0.510 1.678 0.184 0.1 -2.4 0.0
C -0.821 0.975 -0.174 0.4 1.2 0.1
C -1.168 -0.258 0.196 0.0 1.2 -0.6
C -0.325 -1.251 0.845 -0.1 -1.4 1.7
H 1.125 1.012 0.867 -0.5 0.6 -1.2
H 0.327 2.529 0.771 -0.6 1.3 0.7
H 1.069 2.026 -0.700 -0.1 -0.4 0.3
H -1.590 1.603 -0.679 0.7 -0.6 0.3
H -0.627 -1.653 1.845 0.0 0.4 -1.1
H 0.632 -0.659 -1.254 0.9 -1.1 0.0
H 1.730 -2.087 -1.303 -0.6 0.9 0.4
N 0.717 -1.822 0.357 -0.5 0.0 1.2
N 1.235 -1.362 -0.762 0.1 0.7 -1.9
Cl -2.814 -0.729 -0.193 0.1 -0.4 0.2



3.
14
Properties=species:S:1:pos:R:3:forces:R:3 method="wB97M-V/def2-TZVPD" largest_force_ev_per_a=5.91 total_energy_ha=-828.5761 homo_lumo_gap_ev="9.57 / 6.87"
B -2.032 -0.254 0.047 -0.8 -0.5 -0.1
C -0.904 0.612 0.558 5.5 -1.4 -1.7
C 1.021 -0.054 -0.063 -5.3 1.9 1.8
C 2.199 0.825 -0.001 0.2 0.7 -0.3
O -1.807 -1.523 -0.422 0.2 0.1 0.1
O -3.292 0.290 0.129 -0.1 0.2 0.1
O 3.426 0.202 0.280 0.2 -0.3 0.2
Cl 1.161 -1.689 -0.246 0.4 -0.9 -0.2
H -0.788 1.673 0.631 -0.1 0.4 0.2
H 2.271 1.328 -0.986 0.0 0.0 0.2
H 2.032 1.613 0.744 -0.1 -0.1 -0.1
H -2.590 -2.000 -0.694 -0.2 -0.1 -0.1
H -4.016 -0.270 -0.159 0.0 -0.1 0.0
H 3.319 -0.754 0.181 0.1 0.1 0.0



4.
13
Properties=species:S:1:pos:R:3:forces:R:3 method="wB97M-V/def2-TZVPD" smiles="C#CP=C.C=C" largest_force_ev_per_a=2.81 total_energy_ha=-535.8969 homo_lumo_gap_ev=8.96
C -1.603 1.502 0.020 0.9 -0.3 2.6
C -2.114 0.261 -0.022 0.5 1.8 0.4
C 2.908 0.143 -0.497 -0.4 -1.4 -0.6
C -0.058 -2.087 0.504 0.8 1.7 -0.1
C 0.542 -1.055 0.274 0.1 -0.8 -0.4
P 1.453 0.492 0.257 0.7 -0.4 0.4
H -1.412 2.184 -0.776 -0.5 0.0 -1.0
H -1.132 1.972 0.976 -1.1 -1.3 -1.5
H -2.554 -0.178 -0.862 -0.4 -0.2 -1.7
H -2.152 -0.444 0.775 0.1 0.2 1.0
H 3.777 0.772 -0.291 -0.4 0.2 -0.5
H 3.071 -0.738 -1.195 -0.1 1.0 1.3
H -0.725 -2.825 0.838 -0.2 -0.7 0.0



5.
23
Properties=species:S:1:pos:R:3:forces:R:3 method="wB97M-V/def2-TZVPD" total_charge=+1 smiles="C=C[Si](O)(O)C[C@H](C)[NH3+]" largest_force_ev_per_a=3.91 total_energy_ha=-693.4328 homo_lumo_gap_ev=10.56
C -3.498 0.978 0.660 0.4 0.2 -0.5
C -3.090 0.150 -0.294 -1.8 -0.5 -0.1
C 2.836 -0.002 1.144 2.0 -1.3 -1.1
C 0.292 0.228 0.844 -2.3 -3.1 -0.5
C 1.628 -0.286 0.286 0.5 -2.0 0.4
N 1.846 0.501 -0.975 -1.8 -0.1 1.4
O -1.326 -2.107 -0.627 0.6 0.0 -0.3
O -0.645 0.154 -1.889 -0.7 -1.7 -0.5
Si -1.417 -0.506 -0.522 2.6 1.3 1.7
H -4.524 1.252 0.802 -0.4 0.0 0.0
H -2.801 1.510 1.248 0.7 0.4 0.9
H -3.962 -0.255 -0.860 1.0 -0.1 0.0
H 3.306 -0.884 1.544 -0.5 -0.9 0.4
H 2.607 0.555 1.972 -0.3 2.0 1.8
H 3.756 0.321 0.609 -0.9 0.7 0.0
H 0.106 0.054 1.938 0.4 -0.3 -1.2
H 0.258 1.266 0.723 0.0 1.9 -0.2
H 1.782 -1.408 0.061 -1.3 1.7 -0.1
H 2.673 0.143 -1.387 1.3 0.5 -0.7
H 1.848 1.450 -0.524 0.5 -0.6 -1.8
H 1.007 0.285 -1.576 0.1 0.9 0.1
H -1.840 -2.909 -0.567 -0.3 0.2 0.1
H -0.841 -0.491 -2.610 0.3 0.9 0.1



6.
14
Properties=species:S:1:pos:R:3:forces:R:3 method="wB97M-V/def2-TZVPD" largest_force_ev_per_a=0.52 total_energy_ha=-307.4964 homo_lumo_gap_ev="8.90 / 8.89"
C -1.304 -0.400 -0.346 0.4 -0.1 0.2
C -0.188 0.515 -0.386 -0.2 -0.1 -0.2
O -0.203 1.514 0.424 0.2 0.0 0.0
C 0.677 -0.784 0.256 0.2 -0.4 0.1
C 2.065 -0.145 0.443 0.1 -0.1 -0.1
O 3.079 -0.713 0.141 -0.5 0.2 0.1
H -2.360 1.209 -0.376 -0.2 0.2 0.0
H -1.517 -1.111 -1.145 0.2 0.1 0.1
H -1.811 -0.537 0.606 0.1 0.0 -0.2
H 0.241 0.630 -1.400 0.0 0.0 0.1
H -1.816 1.675 -0.014 -0.3 0.1 0.0
H 0.793 -1.675 -0.359 0.0 0.1 0.0
H 0.318 -1.039 1.258 0.0 0.1 -0.1
H 2.027 0.862 0.898 0.0 -0.1 -0.1